No. 1
Computed, not measured: a 2-piece molecular cluster, C6H14O2 overall, with the ωB97M-V functional and the def2-TZVPD basis.

Calculated values
Relative energy (zero: lowest compared OMol25 entry of this formula, charge and spin) in kcal/mol: 23.26
HOMO in eV: -9.98
HOMO-LUMO gap in eV: 10.81
Structure (SMILES): CC[C@H](C)CC=O.O
Lowest unoccupied orbital energy in eV: 0.83

The geometry in ORCA input format:
```
! RIJCOSX wB97M-V def2-TZVPD def2/J DEFGRID3
* xyz 0 1
C -0.598 1.991 2.531
C -0.348 1.811 1.026
C -0.689 0.428 0.504
C 0.321 -0.638 0.946
C -0.688 0.446 -1.040
C -1.370 -0.777 -1.578
O -0.854 -1.574 -2.314
H -0.066 2.864 2.886
H -1.658 1.956 2.776
H -0.177 1.149 3.078
H -0.964 2.540 0.482
H 0.695 2.084 0.818
H -1.644 0.054 0.874
H 1.276 -0.601 0.436
H 0.601 -0.539 2.005
H -0.128 -1.633 0.813
H -1.165 1.370 -1.391
H 0.351 0.444 -1.378
H -2.409 -0.906 -1.186
O 3.408 -1.639 -0.494
H 2.661 -2.079 -0.913
H 3.123 -0.715 -0.358
*
```

No. 2
Computed, not measured: C6H14O3 in the gas phase, with the ωB97M-V functional and the def2-TZVPD basis.

Calculated values
Relative energy (zero: lowest compared OMol25 entry of this formula, charge and spin) in kcal/mol: 54.47
HOMO in eV: -8.59
HOMO-LUMO gap in eV: 9.34
Structure (SMILES): CC[C@](C)(O)CC(O)O
Lowest unoccupied orbital energy in eV: 0.76

The geometry in ORCA input format:
```
! RIJCOSX wB97M-V def2-TZVPD def2/J DEFGRID3
* xyz 0 1
C -2.907 0.645 0.389
C -1.622 0.191 1.054
C -0.258 -0.276 -0.122
C -0.418 0.375 -1.480
O -0.270 -1.657 -0.177
C 0.782 0.271 0.735
C 2.339 -0.073 -0.140
O 3.294 0.144 0.862
O 2.483 -1.348 -0.712
H -3.131 -0.007 -0.456
H -3.747 0.638 1.088
H -2.815 1.670 0.026
H -1.368 0.876 1.863
H -1.792 -0.769 1.543
H -1.338 0.030 -1.951
H 0.387 0.066 -2.146
H -0.430 1.457 -1.390
H 0.152 -1.964 -0.989
H 0.931 -0.265 1.668
H 0.768 1.350 0.824
H 2.467 0.635 -0.970
H 4.181 0.009 0.498
H 2.313 -1.998 -0.016
*
```

No. 3
Computed, not measured: C6H14O3Pb as an isolated structure, with the ωB97M-V functional and the def2-TZVPD basis.

Calculated values
Relative energy (zero: lowest compared OMol25 entry of this formula, charge and spin) in kcal/mol: 20.79
HOMO (alpha / beta) in eV: -16.14 / -16.64
HOMO-LUMO gap (alpha / beta) in eV: 6.57 / 7.05
Lowest unoccupied orbital energy (alpha / beta) in eV: -9.57 / -9.59

The geometry in ORCA input format:
```
! RIJCOSX wB97M-V def2-TZVPD def2/J DEFGRID3
* xyz 2 1
H -1.465 3.527 -0.257
C -0.840 3.952 0.538
H -1.324 3.942 1.518
H -0.593 4.993 0.306
H -0.097 2.835 0.828
C 5.148 5.600 2.302
O 4.092 4.898 1.654
C 3.696 5.394 0.364
C 2.426 4.682 -0.056
O 2.554 4.448 -1.436
C 1.449 3.746 -1.946
C 1.219 2.589 -0.987
O 1.162 3.275 0.320
H 5.373 5.060 3.227
H 6.032 5.618 1.652
H 4.804 6.620 2.521
H 4.522 5.279 -0.351
H 3.490 6.465 0.498
H 1.628 5.423 0.129
H 1.711 3.344 -2.931
H 0.573 4.413 -1.984
H 1.966 1.801 -1.117
H 0.274 2.055 -1.123
Pb 3.095 3.167 1.908
*
```

No. 4
Computed, not measured: C6H14O3Yb as an isolated structure, with the ωB97M-V functional and the def2-TZVPD basis.

Calculated values
Relative energy (zero: lowest compared OMol25 entry of this formula, charge and spin) in kcal/mol: 51.91
HOMO (alpha / beta) in eV: -10.89 / -10.88
HOMO-LUMO gap (alpha / beta) in eV: 5.16 / 5.04
Lowest unoccupied orbital energy (alpha / beta) in eV: -5.72 / -5.85
⟨S²⟩: 0.751

The geometry in ORCA input format:
```
! RIJCOSX wB97M-V def2-TZVPD def2/J DEFGRID3
* xyz 1 2
H 5.015 -0.089 0.960
C 4.171 0.033 0.256
H 4.567 -0.178 -0.758
O 3.610 1.306 0.328
C 3.147 -1.048 0.599
H 3.494 -2.057 0.335
H 2.884 -1.015 1.669
O 1.971 -0.728 -0.161
C 0.776 -1.416 0.154
H 0.626 -1.435 1.244
O -0.230 0.755 -0.308
C -0.326 -0.627 -0.525
H -0.352 -0.794 -1.624
C -3.301 1.585 -0.203
H -1.664 1.206 -0.246
H -3.408 2.274 -1.054
H -1.309 -1.007 -0.206
H -3.392 2.311 0.619
Yb 1.796 1.548 -0.237
H 0.804 -2.449 -0.218
C -4.475 0.633 -0.165
H -4.502 -0.015 -1.051
H -4.472 0.022 0.749
H -5.430 1.186 -0.157
*
```